1.
Computed, not measured: C25H38BaP2 as an isolated structure at a distorted geometry, with ωB97M-V/def2-TZVPD.

E_LUMO = -0.444 eV
F_max = 2.6 eV Å⁻¹
HOMO energy = -6.7653 eV
relative energy (zero: lowest compared OMol25 entry of this formula, charge and spin) = 16.90 kcal/mol

Geometry as XYZ:
```
66
Properties=species:S:1:pos:R:3:forces:R:3:mulliken_charge:R:1
P 0.009171 -1.422157 -6.179938 -0.5 -0.1 -0.4 1.59
P 0.237675 1.729183 -5.980680 -0.2 0.3 -0.6 1.42
C -0.258627 -0.448694 -7.728104 -0.2 -0.4 -0.2 -1.34
C 0.378174 0.939632 -7.659061 0.2 0.3 0.0 -1.29
H -1.342866 -0.370978 -7.880073 0.1 0.0 0.0 0.40
H 0.146441 -1.040947 -8.560650 -0.2 0.2 -0.1 0.56
H 1.450331 0.881818 -7.885627 -0.1 0.0 0.0 0.41
H -0.073897 1.627205 -8.388065 0.2 -0.2 0.0 0.54
C -1.450984 2.461103 -6.222847 0.2 0.0 0.0 -1.46
H -1.660107 3.162229 -5.406865 -0.1 -0.1 -0.1 0.36
H -2.216989 1.674995 -6.227306 0.2 0.2 0.0 0.31
H -1.460704 2.993919 -7.184683 -0.1 -0.1 0.3 0.51
C 1.229146 3.240468 -6.269828 -0.1 0.1 -0.3 -1.43
H 0.854197 3.782463 -7.149497 0.2 0.0 0.2 0.41
H 2.273642 2.956402 -6.428612 -0.1 0.1 0.0 0.39
H 1.162454 3.882175 -5.385428 0.1 0.0 -0.1 0.37
C -1.024376 -2.900393 -6.460776 0.1 -0.2 -0.5 -1.41
H -0.882830 -3.588927 -5.620019 -0.1 0.1 -0.2 0.38
H -0.744046 -3.400550 -7.398824 -0.2 -0.1 0.2 0.42
H -2.078560 -2.606736 -6.499784 0.1 -0.1 0.0 0.37
C 1.672332 -2.090649 -6.577667 -0.1 -0.1 0.0 -1.60
H 2.419444 -1.290619 -6.544971 -0.1 -0.1 0.0 0.37
H 1.650778 -2.533568 -7.581429 0.2 0.0 0.2 0.49
H 1.938044 -2.855925 -5.843003 0.1 0.1 -0.1 0.37
Ba 1.286049 0.137218 1.033979 -1.0 0.1 -0.6 1.53
C 0.384757 1.877968 -2.646864 -0.4 0.2 1.1 -0.60
C -0.941915 1.725234 -2.816550 0.9 0.6 0.6 -0.27
C -1.670235 0.657378 -3.543202 -0.8 -0.4 -0.6 0.43
C -2.015849 -0.609271 -2.740251 -0.4 0.3 -0.7 -0.78
C -0.917842 -1.587074 -2.521522 0.6 0.0 1.1 -0.64
C 0.395735 -1.441362 -2.735342 -0.1 -0.7 0.8 -0.44
C 1.091736 -0.415885 -3.533296 0.5 1.2 -0.7 0.51
C 1.506164 0.916129 -2.862125 0.5 -0.8 -0.7 -0.70
C 0.150832 -1.988961 1.887737 -0.1 -0.3 0.0 -1.60
H 0.724212 2.801105 -2.159659 -0.3 -0.2 0.0 0.41
H -1.581328 2.490456 -2.353468 0.3 -0.1 -0.4 0.39
H -1.162276 0.382843 -4.485560 -0.4 0.0 0.6 -1.06
H -2.625982 1.101884 -3.866741 0.2 -0.2 0.1 0.56
H -2.465115 -0.314988 -1.774180 0.2 -0.2 -0.2 0.35
H -2.809326 -1.129460 -3.290891 -0.1 0.0 0.1 0.43
H -1.238712 -2.471180 -1.962616 0.2 0.2 -0.1 0.44
H 1.069076 -2.192052 -2.289154 -0.5 0.0 -0.3 0.39
H 0.483539 -0.149824 -4.419350 0.8 -0.2 1.1 -1.81
H 1.998306 -0.869492 -3.965480 -0.1 0.1 0.2 0.59
H 2.081413 0.693244 -1.922243 -0.5 0.4 -0.4 0.19
H 2.250750 1.393450 -3.530672 -0.2 -0.2 0.3 0.45
H 0.762183 -2.101660 2.808050 -0.1 -0.2 -0.1 0.37
H 0.288555 -2.902176 1.283500 0.0 0.0 0.2 0.34
H -0.905340 -1.969589 2.209012 0.3 0.1 -0.1 0.28
C 1.278889 2.084404 6.116386 -0.8 0.2 0.2 -0.59
C 2.000474 1.663792 4.998037 0.4 -0.2 -1.1 -0.84
C 1.393965 1.546158 3.760323 0.3 0.5 0.8 -0.86
C 0.004003 1.829992 3.590836 -0.9 0.3 1.1 2.61
C -0.689741 1.605627 2.385113 1.4 -0.7 -2.0 -1.01
C -2.033610 1.810212 2.284740 -0.6 0.5 1.1 -0.98
C -2.771457 2.295703 3.417731 0.1 0.0 0.0 -0.49
C -2.137377 2.535743 4.623903 -0.2 -0.1 -0.4 -0.85
C -0.744481 2.289233 4.756222 0.7 -0.5 -0.4 0.90
C -0.070951 2.403419 5.992027 0.8 0.0 0.6 -0.63
H 1.799813 2.157773 7.066970 -0.2 0.1 0.0 0.38
H 3.070226 1.434804 5.029554 -0.4 0.1 0.4 0.35
H 2.117980 1.322571 2.952539 -0.6 0.3 0.6 -0.16
H -2.568894 1.604232 1.351491 0.1 0.1 0.3 0.33
H -3.849990 2.470410 3.329814 0.4 0.0 0.1 0.33
H -2.689882 2.896187 5.501958 0.2 -0.2 -0.4 0.31
H -0.615997 2.733857 6.887982 0.2 -0.1 -0.5 0.31
```
Positions in Å, forces in eV/Å.

=====

2.
Computed, not measured: C25H38CeN8 as an isolated structure at a distorted geometry, with ωB97M-V/def2-TZVPD.

E_LUMO = -14.477 eV
F_max = 3.5 eV Å⁻¹
HOMO energy = -21.0419 eV
relative energy (zero: lowest compared OMol25 entry of this formula, charge and spin) = 12.78 kcal/mol
net charge = +4

Geometry as XYZ:
```
72
Properties=species:S:1:pos:R:3:forces:R:3:mulliken_charge:R:1
Ce 0.374980 0.177296 0.214548 -0.4 -0.1 -1.4 0.66
N 1.859492 -1.497607 -1.078554 0.4 1.8 -1.4 -0.31
C 3.356052 -1.193651 -1.183906 -0.9 -2.4 -0.8 -1.08
C 3.611329 0.238549 -1.056666 -1.9 2.8 -0.9 -0.66
N 2.972051 0.810082 0.219607 0.6 0.2 -1.1 0.63
C 3.115473 2.322380 0.241956 -0.9 0.3 0.7 -0.92
C 2.080461 3.062812 -0.668373 0.9 -1.6 -0.2 -0.85
N 0.688946 2.634812 -0.289582 0.5 0.1 -1.9 -0.36
C 3.709891 0.148738 1.342185 0.2 0.4 -0.9 -0.96
C 2.784656 -0.830155 1.984283 -0.3 -0.4 0.0 -0.29
N 1.543423 -0.034195 2.272557 -0.5 -2.8 0.3 -0.37
H 1.741521 -2.473050 -0.996799 0.1 -1.6 0.6 0.37
H 1.492024 -1.349157 -2.024885 0.1 0.2 0.3 0.21
H 3.765118 -1.560231 -2.160752 -0.4 0.2 0.8 0.56
H 3.732680 -1.863749 -0.422261 0.9 0.3 0.2 0.39
H 3.041304 0.803352 -1.874554 0.9 -1.0 0.6 0.33
H 4.674081 0.473884 -1.230403 -0.2 0.1 0.6 0.41
H 4.139459 2.574786 0.029011 0.4 0.3 -0.6 0.42
H 3.014251 2.723827 1.285363 -0.3 -0.7 -0.6 0.53
H 2.237192 2.742717 -1.716347 0.0 0.4 0.5 0.20
H 2.234683 4.133143 -0.604947 -0.1 0.2 0.1 0.54
H -0.012000 3.144795 -0.865515 0.6 -0.7 0.0 0.32
H 0.471643 3.033087 0.576063 -0.1 0.9 2.0 0.38
H 3.970814 0.952833 2.044257 0.5 -0.6 0.0 0.46
H 4.560565 -0.373323 0.866271 0.1 0.5 1.0 0.38
H 3.241596 -1.236485 2.890269 -0.3 0.0 0.1 0.63
H 2.509147 -1.719734 1.341198 0.3 1.0 0.6 0.18
H 1.773537 0.718641 2.870972 0.2 1.0 1.0 0.30
H 0.899622 -0.708847 2.753355 0.8 1.2 0.1 0.25
C -2.714063 -1.031242 -0.620699 1.8 0.0 -1.8 -1.02
C -2.946862 0.455555 -0.896502 -0.5 -0.2 -1.4 -0.91
C -2.867485 1.319921 0.303858 0.5 1.0 0.0 0.80
C -4.013344 1.905932 0.925365 3.0 0.7 0.1 -1.42
C -3.767263 2.835951 1.934428 -0.1 -0.8 0.9 -0.42
C -2.454872 3.076964 2.413571 -1.0 -2.0 -1.2 -1.13
C -1.462383 2.308785 1.880383 0.1 0.3 -2.0 -0.32
N -1.579886 1.563892 0.704542 -1.8 0.0 2.5 0.71
N -1.236820 -1.536513 -0.722815 -0.7 -0.2 1.3 0.50
C -0.961267 -1.971690 -2.101763 -0.9 -0.4 0.4 -1.85
C -0.600320 -0.840665 -2.964756 0.5 0.4 0.2 1.00
C -0.898331 -0.917226 -4.287180 0.5 1.2 -0.8 -0.87
C -0.599054 0.122031 -5.156788 0.1 0.3 0.5 -0.82
C -0.007639 1.243412 -4.597038 0.4 -0.2 0.9 -1.07
C 0.285980 1.264307 -3.234260 -1.1 -1.5 -0.7 -0.53
N 0.010828 0.211468 -2.402262 0.2 1.7 -0.1 0.84
C -1.084173 -2.781593 0.163067 -0.3 -0.5 -1.8 -0.76
C -1.299014 -2.504438 1.595983 0.3 -0.9 -0.5 0.00
C -1.854906 -3.458934 2.412838 0.4 0.4 2.6 -1.23
C -1.996277 -3.168774 3.800048 -1.0 -0.2 0.1 -0.54
C -1.700981 -1.893795 4.242504 0.2 -0.7 -3.2 -1.05
C -1.235134 -1.021735 3.264554 0.9 2.1 2.3 0.21
N -0.881945 -1.301194 2.007814 -1.2 0.1 0.1 0.53
H -3.268477 -1.642536 -1.328584 -0.1 0.0 0.0 0.53
H -3.038756 -1.250907 0.335047 -0.7 -0.5 2.0 0.88
H -3.960651 0.534961 -1.282797 -0.2 -0.1 0.0 0.74
H -2.347574 0.842950 -1.757930 -0.2 -0.2 0.9 0.11
H -5.005656 1.759169 0.592851 -0.8 -0.5 -0.4 0.60
H -4.610879 3.173951 2.529598 0.0 0.6 -0.4 0.44
H -2.223213 3.642987 3.260230 0.0 1.0 1.1 0.51
H -0.480041 2.431069 2.283780 0.8 -0.1 0.3 0.60
H -1.833174 -2.462122 -2.572116 0.2 0.0 0.5 0.71
H -0.204786 -2.727446 -2.010668 0.6 -0.4 -0.5 0.61
H -1.353740 -1.783493 -4.626629 -0.9 -1.5 -0.8 0.69
H -0.857743 0.094308 -6.201380 0.0 -0.1 -0.2 0.50
H 0.274910 2.111581 -5.151820 -0.1 0.3 -0.5 0.55
H 0.627166 2.186842 -2.849969 0.6 0.5 0.7 0.33
H -0.086629 -3.268205 -0.028894 -0.9 0.5 0.1 0.56
H -1.858856 -3.492140 -0.200070 0.6 0.1 0.3 0.68
H -2.046995 -4.468476 2.156244 -0.4 -0.6 -0.9 0.57
H -2.502201 -3.804657 4.566611 0.8 -0.1 -1.1 0.42
H -1.892601 -1.624288 5.219730 -0.2 0.9 1.8 0.58
H -1.048884 0.010497 3.643499 0.0 -0.6 -0.6 0.37
```
Positions in Å, forces in eV/Å.

=====

3.
Computed, not measured: C25H38CoN4O2Sb2 as an isolated structure, with ωB97M-V/def2-TZVPD.

E_LUMO (alpha / beta) = -5.163 / -5.886 eV
F_max = 0.5 eV Å⁻¹
spin multiplicity = 4
HOMO energy (alpha / beta) = -13.1374 / -13.1612 eV
⟨S²⟩ = 3.76
relative energy (zero: lowest compared OMol25 entry of this formula, charge and spin) = 9.75 kcal/mol
net charge = +2

Geometry as XYZ:
```
72
Properties=species:S:1:pos:R:3:forces:R:3:mulliken_charge:R:1
Co 0.261031 -0.475302 0.355956 -0.3 0.2 -0.4 0.03
C 4.587579 -1.402977 -0.420139 0.0 -0.1 0.0 -1.31
Sb 2.971680 -0.119045 0.070480 -0.1 0.0 0.2 0.71
C 3.473012 0.268611 2.099241 0.0 0.0 0.1 -1.56
C 3.688791 1.691691 -0.861833 0.0 0.1 0.1 -1.51
C 3.763819 2.828515 0.123694 0.1 -0.3 -0.2 0.59
C 4.917656 2.979492 0.889869 0.1 0.0 0.0 -0.52
C 5.019252 3.958692 1.865105 0.0 -0.1 0.0 -0.69
C 3.949456 4.811464 2.085254 -0.1 0.0 0.0 -0.78
C 2.811194 4.694316 1.301111 0.0 0.1 0.1 -0.72
C 2.703984 3.719870 0.311495 -0.3 0.1 -0.2 0.94
C 1.475886 3.707224 -0.564335 0.2 0.1 0.0 -1.54
Sb -0.002827 2.261385 -0.068392 0.0 -0.2 0.2 0.77
C -0.683146 3.099291 1.755636 -0.1 0.0 0.1 -1.35
C -1.524001 2.944172 -1.370274 -0.1 0.0 0.0 -1.19
H 5.484806 -0.968986 0.018727 0.0 0.0 0.0 0.42
H 4.691324 -1.449244 -1.502461 0.0 0.0 0.0 0.42
H 4.440030 -2.408910 -0.031350 0.0 0.0 0.0 0.40
H 4.494856 0.632852 2.173538 0.0 0.0 0.0 0.63
H 3.372806 -0.663339 2.659912 0.0 0.1 0.0 0.45
H 2.795539 1.019913 2.506094 0.0 0.0 0.0 0.34
H 3.054297 1.900704 -1.720350 0.0 0.0 0.0 0.41
H 4.675287 1.412178 -1.231728 0.0 0.1 0.0 0.64
H 5.759062 2.318898 0.706277 0.0 0.0 0.0 0.47
H 5.932501 4.064335 2.435937 0.0 0.0 0.0 0.44
H 4.012928 5.587824 2.836493 0.0 0.0 0.0 0.45
H 1.996203 5.398537 1.434310 0.0 0.0 0.0 0.42
H 1.710951 3.551887 -1.618080 0.1 0.1 0.0 0.59
H 0.945010 4.656891 -0.486788 0.1 0.0 0.0 0.68
H -1.021699 4.117816 1.569386 0.0 0.0 0.1 0.47
H 0.128357 3.112294 2.483237 0.0 0.0 0.0 0.36
H -1.510734 2.504495 2.141794 0.0 0.0 0.0 0.36
H -1.684291 4.001821 -1.165976 0.0 0.0 -0.1 0.41
H -2.440963 2.388805 -1.182949 0.0 0.0 0.0 0.32
H -1.226574 2.813436 -2.409074 0.0 0.0 0.0 0.39
C -4.007421 -0.770779 0.973329 0.0 0.0 0.0 -1.35
C -2.822137 -0.964929 0.081717 0.1 0.1 -0.2 0.69
O -1.849425 -0.179697 0.116149 0.1 -0.3 0.3 -0.27
N -2.832204 -1.994869 -0.764585 0.0 0.0 0.0 -0.07
C -1.728416 -2.262308 -1.681989 -0.1 -0.1 0.1 -1.43
C -0.676102 -3.128077 -1.034299 0.1 0.1 0.0 1.17
C -0.607161 -4.482844 -1.305636 0.0 -0.1 0.0 -0.80
C 0.331889 -5.266267 -0.653482 0.0 0.0 0.0 -0.35
C 1.179730 -4.664947 0.261771 0.0 0.0 0.0 -1.08
C 1.063011 -3.306360 0.467155 0.0 0.1 0.0 -0.18
N 0.162969 -2.538220 -0.163675 0.0 -0.1 0.0 0.19
H -4.118862 0.288258 1.190142 0.0 0.0 0.0 0.34
H -3.826792 -1.298595 1.912692 0.0 0.0 0.0 0.29
H -4.925131 -1.157586 0.533153 0.0 0.0 0.0 0.43
H -3.629044 -2.611748 -0.765616 0.0 0.0 0.0 0.25
H -1.304901 -1.309527 -1.993508 0.0 0.1 0.0 0.13
H -2.130389 -2.750679 -2.565789 0.0 0.0 0.0 0.59
H -1.288328 -4.918873 -2.024838 0.0 0.0 0.0 0.45
H 0.398896 -6.327602 -0.856377 0.0 0.0 0.0 0.44
H 1.926304 -5.231120 0.800179 0.0 0.0 0.0 0.45
H 1.715842 -2.798085 1.166212 0.0 0.0 0.0 0.59
N 0.215351 -0.499212 2.375137 0.0 -0.1 0.0 -0.24
C 0.204784 -0.485189 3.535171 0.1 0.0 0.3 0.49
N 0.221483 -0.446220 4.830205 0.0 0.0 -0.1 0.15
C 1.498548 -0.361544 5.585980 -0.2 0.0 -0.1 -0.24
C 1.296441 0.596811 6.741211 -0.1 0.0 0.1 -0.73
O 0.193696 0.191504 7.527081 0.0 0.0 0.0 -0.36
C -1.015089 0.257078 6.799948 0.0 0.0 0.1 -0.62
C -0.993161 -0.716986 5.637741 0.1 0.0 -0.1 -0.47
H 2.286020 -0.021820 4.915783 0.0 0.0 0.0 0.30
H 1.738155 -1.358978 5.958139 0.0 0.0 0.0 0.25
H 1.139450 1.614981 6.365557 0.0 0.0 0.0 0.35
H 2.173737 0.591004 7.384162 0.0 0.0 0.0 0.37
H -1.187190 1.277635 6.437863 0.0 0.0 0.0 0.33
H -1.817636 -0.012749 7.482745 0.0 0.0 0.0 0.36
H -1.870482 -0.589414 5.006195 0.0 0.0 0.0 0.37
H -0.949866 -1.745765 5.999237 0.0 0.0 0.0 0.29
```
Positions in Å, forces in eV/Å.